The following is a DFT calculation (ωB97M-V/def2-TZVPD) of C31H36BrCaN2O4S2Sb as an isolated structure.

XYZ file:
```
78
Properties=species:S:1:pos:R:3:forces:R:3:lowdin_charge:R:1
Ca -0.551 -0.417 -0.067 -0.403 -0.318 0.135 1.109
C 3.815 -0.025 1.084 -0.301 -0.033 -0.025 -0.003
C 2.591 -0.769 0.583 0.168 0.021 0.052 -0.355
O 1.488 -0.311 0.927 -0.080 0.127 -0.022 -0.110
C 2.743 -1.981 -0.197 0.103 -0.064 -0.013 -0.093
C 4.038 -2.530 -0.323 -0.022 -0.240 -0.134 -0.039
C 4.263 -3.753 -0.905 0.156 0.314 0.158 -0.096
C 3.167 -4.484 -1.371 -0.069 -0.178 -0.097 -0.084
C 1.898 -3.985 -1.296 0.002 0.131 -0.018 -0.015
C 1.632 -2.696 -0.760 0.325 -0.020 0.040 -0.365
O 0.440 -2.230 -0.818 -0.360 0.110 0.067 -0.305
H 3.491 0.947 1.453 -0.005 -0.042 -0.013 0.086
H 4.561 0.108 0.307 0.090 0.027 -0.113 0.047
H 4.276 -0.580 1.899 0.037 -0.063 0.102 0.097
H 4.879 -1.979 0.064 0.123 0.058 0.049 0.101
H 5.264 -4.148 -0.987 0.062 -0.013 0.012 0.097
H 3.327 -5.462 -1.805 0.006 -0.075 -0.034 0.105
H 1.055 -4.548 -1.669 -0.105 -0.031 -0.048 0.105
S -2.344 0.145 2.082 0.148 0.043 -0.108 0.566
C -1.472 1.294 2.982 -0.166 -0.245 -0.179 -0.760
N -0.366 1.903 2.494 0.117 -0.074 -0.394 0.070
C 0.415 2.747 3.190 0.091 0.246 0.341 -0.076
C 0.095 3.078 4.476 0.071 -0.115 -0.330 -0.044
C -1.079 2.522 5.017 0.135 0.118 -0.025 -0.043
C -1.841 1.657 4.292 -0.056 -0.003 0.093 -0.093
H -0.117 1.781 1.509 -0.202 0.016 0.172 0.089
H 1.262 3.129 2.636 -0.008 -0.008 0.137 0.126
H 0.720 3.752 5.034 0.057 0.085 0.065 0.106
H -1.380 2.783 6.019 -0.028 0.043 0.141 0.113
H -2.745 1.228 4.695 -0.016 -0.053 0.002 0.107
C -5.545 -1.362 -1.118 -0.064 0.282 0.207 -0.215
C -4.780 -2.449 -1.841 0.124 -0.179 -0.208 -0.463
Sb -2.671 -2.380 -1.425 -0.156 -0.213 -0.014 1.425
C -1.985 -3.459 -3.152 0.053 0.350 -0.103 -0.446
C -2.402 -4.907 -3.269 -0.043 -0.236 0.011 -0.193
C -2.662 -3.952 0.050 -0.210 -0.224 -0.423 -0.420
C -1.915 -3.646 1.322 0.256 0.162 0.304 -0.205
H -6.616 -1.425 -1.308 -0.069 -0.015 -0.026 0.066
H -5.212 -0.369 -1.426 -0.011 0.013 0.011 0.064
H -5.402 -1.423 -0.038 -0.011 0.014 0.048 0.062
H -4.910 -2.364 -2.921 0.017 -0.002 -0.057 0.048
H -5.145 -3.435 -1.550 0.033 -0.080 -0.027 0.046
H -0.900 -3.354 -3.167 0.041 0.015 0.027 0.029
H -2.372 -2.893 -4.003 0.037 0.055 0.010 0.045
H -1.957 -5.525 -2.492 0.037 -0.049 0.069 0.053
H -2.089 -5.324 -4.228 0.013 -0.023 -0.036 0.069
H -3.482 -5.025 -3.202 -0.137 -0.018 0.009 0.064
H -2.240 -4.835 -0.432 -0.054 0.014 -0.009 0.041
H -3.713 -4.169 0.253 0.006 -0.015 -0.002 0.050
H -0.865 -3.426 1.119 0.043 -0.005 0.007 0.052
H -1.944 -4.500 1.998 0.019 -0.046 0.094 0.072
H -2.337 -2.794 1.854 -0.026 0.045 0.039 0.024
Br 5.860 0.947 -2.372 -0.008 -0.006 -0.014 0.744
C 3.980 0.811 -2.592 -0.019 0.027 0.026 -0.672
C 3.464 -0.074 -3.524 0.198 -0.005 -0.011 -0.117
C 2.092 -0.187 -3.649 -0.099 -0.064 -0.058 -0.057
C 1.249 0.551 -2.835 -0.131 0.003 0.041 -0.026
C 1.777 1.424 -1.895 0.150 0.115 0.064 -0.131
C 3.153 1.572 -1.788 0.143 0.004 -0.013 -0.082
C 0.902 2.109 -0.870 0.747 0.134 0.035 -0.628
O 1.386 2.988 -0.140 0.036 0.200 0.064 -0.003
O -0.259 1.642 -0.750 -0.789 -0.078 0.123 -0.205
H 4.128 -0.665 -4.137 0.013 -0.028 -0.011 0.104
H 1.679 -0.873 -4.374 -0.025 -0.035 -0.046 0.111
H 0.175 0.453 -2.928 -0.010 -0.001 -0.006 0.116
H 3.552 2.257 -1.056 0.016 0.033 0.038 0.113
S -2.655 4.065 1.229 -0.361 -0.217 -0.005 0.623
C -1.487 5.195 1.554 0.129 0.081 0.022 -0.812
N -0.193 4.969 1.173 -0.106 -0.804 -0.534 0.032
C 0.834 5.810 1.375 0.183 0.501 0.225 -0.096
C 0.643 7.000 2.014 0.115 -0.295 -0.159 -0.073
C -0.672 7.302 2.441 0.166 0.112 0.035 -0.073
C -1.694 6.439 2.225 -0.130 -0.119 -0.010 -0.103
H 0.021 4.083 0.665 -0.088 0.648 0.229 0.096
H 1.781 5.457 0.997 0.105 0.052 -0.033 0.124
H 1.468 7.674 2.172 0.039 0.047 0.017 0.097
H -0.868 8.237 2.947 0.017 0.081 0.039 0.107
H -2.699 6.658 2.549 -0.059 0.006 0.001 0.099
```
Forces are in eV/Å.

Calculated values
Energy above the lowest of the compared OMol25 structures with the same formula, charge and spin (kcal per mole): 19.1
Strongest force on any atom (hartree/bohr): 0.0189
Orbital gap (eV): 7.54

***

The following is a DFT calculation (ωB97M-V/def2-TZVPD) of C31H36BrF6KN8O6S2Se as an isolated structure in a non-equilibrium geometry.

XYZ file:
```
92
Properties=species:S:1:pos:R:3:forces:R:3:lowdin_charge:R:1
K -0.579 1.649 -0.576 0.015 -0.905 -0.583 0.691
O 3.684 -1.757 -2.433 -0.200 0.078 -0.017 0.016
C 3.222 -2.428 -1.331 -0.035 0.019 0.047 -0.282
C 3.981 -3.496 -0.862 -0.069 0.086 -0.070 -0.048
C 3.554 -4.198 0.255 0.022 -0.056 0.040 -0.124
C 2.377 -3.841 0.897 0.028 -0.060 0.054 -0.109
C 1.634 -2.769 0.425 -0.049 0.063 0.028 -0.045
C 2.036 -2.050 -0.687 0.365 0.069 -0.120 -0.101
C 1.213 -0.815 -1.095 -0.137 -0.387 -0.042 -0.529
O 0.079 -0.696 -0.476 -0.065 -0.337 -0.130 -0.313
N 1.022 -1.013 -2.645 0.103 0.340 -0.147 -0.027
N 0.405 0.011 -3.265 0.239 -0.419 0.297 0.032
C -0.318 -0.262 -4.282 -0.183 0.130 -0.081 -0.239
C -1.007 0.763 -5.059 -0.057 -0.323 -0.171 -0.648
Br -1.384 2.390 -4.174 0.085 0.021 0.005 0.856
C -1.465 0.585 -6.311 0.014 0.127 0.133 -0.135
C -1.229 -0.570 -7.188 -0.093 0.099 0.064 -0.223
C -0.078 -1.358 -7.143 0.073 -0.091 -0.089 -0.044
C 0.080 -2.429 -8.010 -0.002 0.049 0.031 -0.087
C -0.897 -2.726 -8.948 0.044 -0.104 -0.062 -0.113
C -2.034 -1.935 -9.024 -0.010 0.029 0.023 -0.105
C -2.194 -0.868 -8.157 0.066 -0.072 0.010 -0.053
H 2.923 -1.232 -2.760 0.153 -0.075 0.020 0.069
H 4.897 -3.748 -1.381 0.014 -0.023 0.003 0.099
H 4.151 -5.020 0.633 0.016 0.000 -0.012 0.085
H 2.058 -4.370 1.786 0.000 -0.013 0.015 0.090
H 0.742 -2.421 0.930 -0.013 0.022 -0.006 0.090
H 1.895 0.076 -1.078 -0.071 -0.065 -0.002 0.144
H 0.597 -1.924 -2.839 -0.077 0.068 0.077 0.132
H -0.461 -1.296 -4.609 0.002 0.068 0.038 0.117
H -2.092 1.356 -6.741 0.006 0.069 0.050 0.089
H 0.713 -1.123 -6.443 -0.021 0.028 -0.028 0.111
H 0.981 -3.025 -7.951 0.006 -0.026 -0.022 0.101
H -0.768 -3.564 -9.622 -0.002 0.004 0.001 0.092
H -2.800 -2.149 -9.759 -0.006 -0.012 -0.016 0.094
H -3.084 -0.254 -8.218 -0.023 0.037 0.014 0.106
C -2.417 -0.545 3.482 -0.020 -0.015 0.023 -0.096
N -3.247 -1.071 2.408 0.030 0.040 0.002 -0.179
C -4.617 -1.283 2.847 -0.017 -0.054 0.005 -0.094
C -3.119 -0.391 1.178 0.009 -0.034 -0.155 -0.433
N -2.562 0.713 0.953 0.120 0.145 0.272 0.153
N -3.682 -1.161 0.145 -0.036 -0.154 0.114 0.118
C -3.562 -0.943 -1.221 0.094 -0.193 -0.257 -0.519
N -3.848 -2.145 -1.915 -0.055 0.074 0.067 0.099
N -3.225 0.146 -1.772 0.008 -0.020 0.084 0.155
H -2.409 -1.273 4.294 -0.010 0.009 0.012 0.085
H -2.811 0.404 3.874 0.019 0.016 0.009 0.090
H -1.384 -0.398 3.158 0.009 -0.030 0.012 -0.002
H -4.635 -2.063 3.611 -0.005 0.021 0.002 0.078
H -5.248 -1.595 2.017 -0.007 -0.003 0.004 0.069
H -5.046 -0.367 3.281 -0.016 -0.012 -0.010 0.086
H -2.179 1.112 1.806 -0.133 0.015 0.139 0.040
H -3.643 -2.140 0.385 0.037 0.047 -0.020 0.132
H -4.587 -2.689 -1.491 -0.008 -0.003 -0.045 0.071
H -4.032 -1.987 -2.895 0.023 -0.001 0.040 0.077
H -3.215 0.018 -2.782 0.004 0.149 -0.010 0.034
F -3.040 5.703 -2.928 0.006 -0.080 -0.096 0.115
C -2.642 6.085 -1.709 0.015 -0.110 0.093 -0.679
F -3.719 6.126 -0.925 -0.061 -0.044 0.151 0.132
F -2.156 7.322 -1.809 0.114 0.123 0.025 0.127
S -1.367 4.884 -1.111 -0.075 0.212 0.201 0.554
O -2.049 3.617 -1.029 -0.415 0.613 -0.264 -0.412
O -0.320 5.005 -2.084 0.067 0.035 -0.111 -0.294
N -1.041 5.549 0.287 0.053 0.101 0.138 -0.292
S -0.261 4.679 1.364 -0.385 0.273 -0.401 0.588
O 0.250 3.478 0.764 0.408 0.426 0.716 -0.415
O 0.564 5.486 2.202 0.038 0.075 -0.055 -0.264
C -1.616 4.124 2.507 -0.016 -0.077 0.008 -0.668
F -2.704 3.749 1.835 -0.022 -0.047 -0.112 0.126
F -1.973 5.110 3.337 0.009 0.196 0.018 0.123
F -1.204 3.096 3.241 0.084 -0.074 0.033 0.124
C 5.264 -0.219 7.618 0.096 0.005 0.097 -0.089
C 4.300 -0.100 6.470 -0.083 0.001 -0.018 -0.312
C 4.699 -0.326 5.159 0.051 0.008 0.069 -0.050
C 3.823 -0.224 4.086 -0.012 -0.002 -0.061 -0.320
C 4.326 -0.500 2.700 -0.008 -0.026 -0.051 -0.113
C 2.472 0.119 4.301 -0.028 -0.071 -0.010 -0.602
Se 1.258 0.184 2.843 -0.016 -0.053 -0.085 0.636
C 2.068 0.366 5.629 -0.151 0.037 0.003 -0.320
C 0.643 0.742 5.932 0.030 -0.023 0.008 -0.112
C 2.970 0.249 6.677 0.103 0.045 0.015 -0.054
H 6.267 -0.463 7.261 0.003 -0.002 -0.019 0.059
H 4.972 -1.001 8.325 -0.030 -0.011 -0.014 0.064
H 5.338 0.712 8.187 -0.011 0.013 -0.003 0.064
H 5.734 -0.595 4.959 0.021 -0.004 0.013 0.097
H 5.407 -0.659 2.704 0.027 -0.010 -0.004 0.061
H 4.076 0.321 2.025 0.014 0.032 0.012 0.056
H 3.834 -1.377 2.274 -0.010 -0.018 -0.002 0.058
H 0.240 1.366 5.135 0.013 0.058 0.021 0.023
H 0.573 1.260 6.892 -0.010 -0.009 0.038 0.061
H 0.007 -0.148 5.972 -0.019 -0.028 -0.031 0.070
H 2.620 0.447 7.688 0.015 0.000 0.037 0.102
```
Forces are in eV/Å.

Calculated values
Energy above the lowest of the compared OMol25 structures with the same formula, charge and spin (kcal per mole): 60.7
Strongest force on any atom (hartree/bohr): 0.0209
Orbital gap (eV): 4.47
Net charge: -2

***

The following is a DFT calculation (ωB97M-V/def2-TZVPD) of a 4-piece molecular cluster, C31H36BrN3O11 overall.

XYZ file:
```
82
Properties=species:S:1:pos:R:3:forces:R:3:lowdin_charge:R:1
H -3.684 4.872 -3.108 0.109 0.087 -0.001 0.041
N -3.845 3.936 -2.755 0.053 -0.217 0.179 0.150
C -4.320 3.212 -3.678 -0.162 0.474 -0.431 -0.546
N -4.612 3.638 -5.017 -0.225 -0.036 0.041 0.089
N -4.630 1.864 -3.498 0.021 0.180 0.873 0.019
C -4.313 1.337 -2.169 -0.136 -0.590 -0.223 -0.248
C -2.893 0.802 -2.073 -0.309 -0.049 0.577 -0.191
C -2.588 0.421 -0.606 0.440 -0.376 -0.713 -0.166
C -1.845 -0.932 -0.461 0.181 0.085 0.172 -0.141
C -0.612 -0.798 0.391 0.075 -0.021 -0.199 -0.199
C -0.610 -1.111 1.743 0.231 -0.008 0.101 0.029
C 0.520 -0.989 2.560 -0.126 0.092 -0.410 -0.149
C 0.352 -1.371 4.010 0.116 0.116 -0.086 -0.142
C 0.381 -0.219 5.029 -0.554 0.006 0.145 -0.282
C -0.242 1.073 4.520 0.437 0.194 0.618 -0.570
Br 0.374 2.565 5.653 -0.140 -0.073 -0.124 0.595
C 1.707 -0.529 1.959 -0.210 -0.062 0.026 -0.029
C 1.707 -0.193 0.594 -0.338 0.002 -0.186 -0.055
C 0.560 -0.318 -0.184 0.187 -0.067 0.714 0.051
C 2.926 0.305 -0.113 -0.037 -0.334 0.529 -0.290
O 2.854 0.726 -1.238 0.019 0.302 -0.761 0.115
C 4.215 0.225 0.605 0.015 0.006 -0.004 -0.087
C 5.400 0.477 -0.081 0.195 -0.133 0.280 0.003
C 6.608 0.395 0.595 -0.464 -0.035 0.094 -0.063
C 6.615 0.092 1.955 0.045 0.048 -0.192 -0.065
C 5.436 -0.163 2.637 0.156 0.148 -0.312 0.005
C 4.221 -0.109 1.955 0.476 0.065 0.030 -0.072
C 2.975 -0.426 2.718 0.261 0.051 -0.553 -0.258
O 3.063 -0.626 3.906 -0.186 -0.175 0.576 0.103
H -4.941 4.600 -5.046 0.335 -0.176 0.265 0.041
H -3.763 3.562 -5.564 -0.119 -0.142 -0.214 0.078
H -5.616 1.734 -3.684 0.126 -0.109 -0.558 0.119
H -4.969 0.479 -2.009 -0.136 -0.024 -0.004 0.118
H -4.522 2.038 -1.363 0.093 0.322 -0.079 0.104
H -2.817 -0.087 -2.695 0.053 -0.006 -0.256 0.102
H -2.184 1.546 -2.427 0.088 0.048 -0.101 0.107
H -3.518 0.364 -0.049 -0.035 0.214 0.242 0.106
H -1.938 1.194 -0.207 -0.242 0.184 0.384 0.113
H -2.485 -1.708 -0.044 -0.166 0.022 0.049 0.114
H -1.534 -1.291 -1.440 0.026 0.006 -0.143 0.108
H -1.523 -1.484 2.191 -0.075 -0.054 0.013 0.128
H 1.116 -2.092 4.288 0.079 -0.068 0.098 0.115
H -0.611 -1.872 4.079 -0.080 -0.112 0.031 0.108
H -0.215 -0.537 5.885 0.029 -0.044 0.140 0.109
H 1.368 -0.026 5.420 0.321 -0.014 -0.279 0.070
H 0.063 1.347 3.519 -0.060 -0.015 -0.145 0.050
H -1.317 1.083 4.638 -0.179 0.000 -0.284 0.056
H 0.606 -0.038 -1.224 0.007 0.004 -0.154 0.130
H 5.369 0.709 -1.134 -0.118 0.060 -0.087 0.118
H 7.535 0.563 0.068 0.093 0.053 -0.015 0.104
H 7.572 0.058 2.455 -0.002 -0.084 0.226 0.104
H 5.442 -0.398 3.688 -0.039 -0.055 0.121 0.117
O -2.541 -5.133 1.826 -0.008 0.017 0.001 0.163
C -1.363 -5.276 1.798 -0.030 0.028 -0.037 -0.572
O -0.484 -4.574 2.554 0.009 -0.034 -0.006 0.044
C 0.809 -5.170 2.413 0.200 0.047 0.054 -0.114
C 0.692 -5.875 1.078 0.160 -0.008 -0.083 -0.113
O -0.709 -6.159 1.005 0.030 0.041 0.064 0.061
H 1.584 -4.408 2.429 -0.129 0.123 0.006 0.131
H 0.968 -5.863 3.242 -0.031 -0.026 -0.022 0.133
H 0.965 -5.230 0.241 -0.014 0.031 0.028 0.135
H 1.272 -6.793 1.025 -0.154 -0.085 -0.009 0.131
O 5.327 -3.426 0.472 -0.008 -0.007 0.012 0.167
C 6.488 -3.655 0.397 -0.076 0.046 0.026 -0.565
O 7.451 -3.006 1.098 0.012 -0.082 -0.055 0.046
C 8.684 -3.707 0.923 0.156 -0.017 0.041 -0.116
C 8.458 -4.433 -0.387 0.158 -0.040 -0.073 -0.118
O 7.039 -4.606 -0.398 0.029 0.053 0.053 0.061
H 9.517 -3.010 0.889 -0.115 0.124 0.019 0.132
H 8.822 -4.391 1.763 -0.026 -0.023 -0.021 0.133
H 8.746 -3.832 -1.252 -0.018 0.029 0.022 0.133
H 8.961 -5.395 -0.438 -0.158 -0.072 -0.001 0.132
O -5.821 6.096 -3.876 -0.126 0.169 -0.104 0.144
C -6.946 6.323 -4.193 0.077 -0.003 0.090 -0.556
O -7.960 5.437 -4.097 -0.024 0.054 -0.021 0.068
C -9.186 6.131 -4.347 -0.185 0.003 0.001 -0.113
C -8.721 7.318 -5.164 -0.151 0.060 -0.090 -0.114
O -7.380 7.500 -4.696 -0.038 -0.049 0.007 0.069
H -9.886 5.491 -4.877 0.129 -0.124 -0.003 0.133
H -9.623 6.427 -3.391 0.035 0.023 0.004 0.134
H -8.693 7.104 -6.234 0.021 -0.034 0.012 0.133
H -9.309 8.216 -4.994 0.146 0.071 0.079 0.132
```
Forces are in eV/Å.

Calculated values
Energy above the lowest of the compared OMol25 structures with the same formula, charge and spin (kcal per mole): 0.0
Strongest force on any atom (hartree/bohr): 0.0179
SMILES: [H]/N=C(\N)NCCCCc1cc(CCCBr)c2c(c1)C(=O)c1ccccc1C2=O.O=C1OCCO1.O=C1OCCO1.O=C1OCCO1
Orbital gap (eV): 8.15

***

| no. | calculated total energy (Ha) |
| --- | --- |
| 1 | -5901.77620 |
| 2 | -9063.41968 |
| 3 | -4768.86550 |